Entry 1:
2 unconnected molecules or ions with the total composition C4H11S2 at a distorted geometry. Source: the Open Molecules 2025 dataset; level of theory: ωB97M-V/def2-TZVPD.

Bonds (Å) are listed after each position.
Cartesian coordinates (Å):
1 C -0.69 2.80 -1.65  S2 1.810, H4 1.091, H5 1.067, H6 1.096
2 S 0.59 3.25 -0.45  C1 1.810, C3 1.845
3 C 0.25 2.00 0.87  S2 1.845, H7 1.105, H8 1.102, H9 1.077
4 H -0.20 2.31 -2.49  C1 1.091
5 H -1.18 3.73 -1.85  C1 1.067
6 H -1.39 2.02 -1.33  C1 1.096
7 H 0.72 1.00 0.95  C3 1.105
8 H 0.48 2.61 1.76  C3 1.102
9 H -0.82 1.89 0.80  C3 1.077
10 C 0.47 -3.46 0.44  C11 1.528, H13 1.088, H14 1.119, H15 1.118
11 C -0.06 -2.02 0.51  C10 1.528, S12 1.837, H16 1.091, H17 1.108
12 S 0.62 -0.97 -0.83  C11 1.837
13 H 1.56 -3.43 0.51  C10 1.088
14 H 0.37 -3.98 -0.54  C10 1.119
15 H 0.07 -4.17 1.21  C10 1.118
16 H 0.36 -1.69 1.46  C11 1.091
17 H -1.15 -1.91 0.63  C11 1.108

2S+1 ... 1
Net charge ... -1
Gap between HOMO and LUMO ... 5.71 eV

Löwdin population analysis, charges in e, atoms 1 to 2: C -0.455; S 0.677

***

Entry 2:
2 unconnected molecules or ions with the total composition C4H12 at a distorted geometry. Source: the Open Molecules 2025 dataset; level of theory: ωB97M-V/def2-TZVPD.

Bonds (Å) are listed after each position.
Cartesian coordinates (Å):
1 C 1.89 -0.34 1.27  C2 1.524, H3 1.098, H4 1.098, H5 1.088
2 C 0.99 0.88 1.39  C1 1.524, H6 1.115, H7 1.100, H8 1.091
3 H 2.81 -0.27 0.68  C1 1.098
4 H 2.04 -0.61 2.32  C1 1.098
5 H 1.37 -1.20 0.85  C1 1.088
6 H 0.36 0.94 2.31  C2 1.115
7 H 0.19 0.83 0.64  C2 1.100
8 H 1.39 1.90 1.41  C2 1.091
9 C -1.81 -0.44 -0.75  C10 1.517, H11 1.084, H12 1.111, H13 1.079
10 C -0.98 -0.02 -1.94  C9 1.517, H14 1.099, H15 1.104, H16 1.098
11 H -2.50 -1.25 -0.98  C9 1.084
12 H -1.16 -1.01 -0.04  C9 1.111
13 H -2.38 0.39 -0.36  C9 1.079
14 H -0.62 -0.95 -2.41  C10 1.099
15 H -0.12 0.60 -1.65  C10 1.104
16 H -1.48 0.56 -2.74  C10 1.098

2S+1 ... 2
Net charge ... -1
Gap between HOMO and LUMO (spin up / spin down) ... 2.83 / 12.02 eV

Löwdin population analysis, charges in e, atoms 1 to 2: C -0.283; C -0.284

***

Entry 3:
2 unconnected molecules or ions with the total composition C4H12 at a distorted geometry. Source: the Open Molecules 2025 dataset; level of theory: ωB97M-V/def2-TZVPD.

Bonds (Å) are listed after each position.
Cartesian coordinates (Å):
1 C -0.12 1.28 2.20  C2 1.518, H3 1.055, H4 1.101, H5 1.152
2 C -1.57 0.84 2.23  C1 1.518, H6 1.097, H7 1.135, H8 1.143
3 H 0.08 2.01 2.94  C1 1.055
4 H 0.64 0.50 2.32  C1 1.101
5 H 0.10 1.82 1.21  C1 1.152
6 H -1.86 0.22 1.36  C2 1.097
7 H -2.36 1.64 2.06  C2 1.135
8 H -1.86 0.25 3.16  C2 1.143
9 C 0.08 -0.95 -2.30  C10 1.539, H11 1.073, H12 1.048, H13 1.131
10 C 1.60 -1.05 -2.15  C9 1.539, H14 1.127, H15 1.067, H16 1.094
11 H -0.36 -0.89 -1.32  C9 1.073
12 H -0.27 -0.30 -3.05  C9 1.048
13 H -0.26 -2.03 -2.36  C9 1.131
14 H 2.05 -1.79 -1.42  C10 1.127
15 H 2.00 -0.11 -1.83  C10 1.067
16 H 2.11 -1.44 -3.04  C10 1.094

2S+1 ... 2
Net charge ... -1
Gap between HOMO and LUMO (spin up / spin down) ... 2.85 / 12.04 eV

Löwdin population analysis, charges in e, atoms 1 to 2: C -0.335; C -0.365

***

Entry 4:
2 unconnected molecules or ions with the total composition C4H12 at a distorted geometry. Source: the Open Molecules 2025 dataset; level of theory: ωB97M-V/def2-TZVPD.

Bonds (Å) are listed after each position.
Cartesian coordinates (Å):
1 C -1.61 0.40 0.72  C2 1.547, H3 1.100, H4 1.090, H5 1.093
2 C -2.51 1.65 0.69  C1 1.547, H6 1.090, H7 1.094, H8 1.083
3 H -1.60 -0.07 -0.27  C1 1.100
4 H -0.53 0.53 0.82  C1 1.090
5 H -1.93 -0.45 1.32  C1 1.093
6 H -3.01 1.64 -0.28  C2 1.090
7 H -1.85 2.52 0.57  C2 1.094
8 H -3.13 1.70 1.58  C2 1.083
9 C 2.11 -0.36 -1.10  C10 1.542, H11 1.091, H12 1.093, H13 1.087
10 C 2.00 -1.66 -0.27  C9 1.542, H14 1.094, H15 1.090, H16 1.088
11 H 1.57 -0.55 -2.02  C9 1.091
12 H 1.56 0.49 -0.69  C9 1.093
13 H 3.16 -0.07 -1.15  C9 1.087
14 H 2.96 -2.19 -0.28  C10 1.094
15 H 1.27 -2.34 -0.72  C10 1.090
16 H 1.75 -1.62 0.79  C10 1.088

2S+1 ... 2
Net charge ... -1
Gap between HOMO and LUMO (spin up / spin down) ... 2.77 / 12.15 eV

Löwdin population analysis, charges in e, atoms 1 to 2: C -0.355; C -0.284

***

Entry 5:
2 unconnected molecules or ions with the total composition C4H12 at a distorted geometry. Source: the Open Molecules 2025 dataset; level of theory: ωB97M-V/def2-TZVPD.

Bonds (Å) are listed after each position.
Cartesian coordinates (Å):
1 C 2.60 -1.87 2.88  H2 1.167, H3 1.078, H4 1.128, H5 1.107
2 H 2.45 -0.71 2.85  C1 1.167
3 H 2.94 -2.23 1.92  C1 1.078
4 H 1.52 -2.20 2.95  C1 1.128
5 H 3.33 -2.16 3.65  C1 1.107
6 C -1.49 0.35 -2.43  C7 1.525, H9 1.057, H10 1.122, H11 1.190
7 C -1.79 0.79 -1.01  C6 1.525, C8 1.515, H12 1.154, H13 1.090
8 C -0.54 1.32 -0.33  C7 1.515, H14 1.076, H15 1.102, H16 1.088
9 H -2.12 0.50 -3.27  C6 1.057
10 H -0.99 -0.64 -2.61  C6 1.122
11 H -0.49 0.89 -2.79  C6 1.190
12 H -2.33 -0.02 -0.38  C7 1.154
13 H -2.60 1.50 -0.95  C7 1.090
14 H 0.17 0.57 -0.03  C8 1.076
15 H 0.00 1.98 -1.02  C8 1.102
16 H -0.68 1.93 0.56  C8 1.088

2S+1 ... 2
Net charge ... -1
Gap between HOMO and LUMO (spin up / spin down) ... 2.46 / 11.66 eV

Löwdin population analysis, charges in e, atoms 1 to 2: C -0.476; H -0.013

***

Entry 6:
2 unconnected molecules or ions with the total composition C4H12 at a distorted geometry. Source: the Open Molecules 2025 dataset; level of theory: ωB97M-V/def2-TZVPD.

Bonds (Å) are listed after each position.
Cartesian coordinates (Å):
1 C -1.49 1.67 -0.32  C2 1.529, H3 1.099, H4 1.075, H5 1.090
2 C -1.44 1.01 -1.70  C1 1.529, H6 1.100, H7 1.086, H8 1.090
3 H -2.52 2.00 -0.12  C1 1.099
4 H -1.24 0.96 0.44  C1 1.075
5 H -0.94 2.60 -0.15  C1 1.090
6 H -1.21 1.78 -2.44  C2 1.100
7 H -0.66 0.25 -1.76  C2 1.086
8 H -2.42 0.67 -2.04  C2 1.090
9 C 0.92 -1.08 0.64  C10 1.521, H11 1.098, H12 1.093, H13 1.095
10 C 2.11 -1.71 1.35  C9 1.521, H14 1.080, H15 1.078, H16 1.097
11 H 0.44 -0.20 1.10  C9 1.098
12 H 1.25 -0.70 -0.33  C9 1.093
13 H 0.01 -1.68 0.66  C9 1.095
14 H 3.02 -1.19 1.10  C10 1.080
15 H 2.15 -2.76 1.14  C10 1.078
16 H 2.03 -1.64 2.44  C10 1.097

2S+1 ... 2
Net charge ... -1
Gap between HOMO and LUMO (spin up / spin down) ... 2.80 / 11.70 eV

Löwdin population analysis, charges in e, atoms 1 to 2: C -0.286; C -0.264

***

Per-record total energy, eV: -25996.9714 -4340.4354 -4340.2368 -4340.3864 -4340.2141 -4340.5126